{"formula": "C44H79BrF4N10O2P", "method": "ωB97M-V with the def2-TZVPD basis set", "gap_ha": 0.3245, "max_force_ev_per_a": 5.5, "total_energy_ha": -5736.28573, "multiplicity": 1, "lumo_energy_ev": -2.6, "charge": 1, "symbols": ["C", "C", "N", "C", "C", "N", "C", "C", "C", "C", "F", "C", "C", "C", "C", "F", "F", "F", "C", "C", "C", "C", "Br", "P", "N", "O", "O", "H", "H", "H", "H", "H", "H", "H", "H", "H", "H", "H", "H", "H", "H", "H", "H", "H", "H", "H", "H", "H", "H", "H", "H", "H", "H", "H", "H", "H", "H", "C", "C", "C", "C", "N", "H", "H", "H", "H", "H", "H", "H", "C", "C", "C", "C", "N", "H", "H", "H", "H", "H", "H", "H", "C", "C", "C", "C", "N", "H", "H", "H", "H", "H", "H", "H", "C", "C", "C", "C", "N", "H", "H", "H", "H", "H", "H", "H", "C", "C", "C", "C", "N", "H", "H", "H", "H", "H", "H", "H", "C", "C", "C", "C", "N", "H", "H", "H", "H", "H", "H", "H", "C", "C", "C", "C", "N", "H", "H", "H", "H", "H", "H", "H"], "coordinates": [[-3.10289, -0.26330, 2.22514], [-3.64598, -1.13476, 0.93507], [-4.89496, -1.70555, 0.99031], [-2.69403, -1.38025, -0.41630], [-2.13232, 0.07752, -0.91430], [-3.08086, 1.28634, -0.89446], [-2.17730, 2.41812, -1.42645], [-2.87698, 3.79308, -1.97485], [-3.11045, 3.87160, -3.59263], [-4.11367, 2.69840, -4.19632], [-1.83280, 4.00178, -4.38662], [-0.86549, 1.78803, -2.18107], [0.46464, 2.44415, -1.48441], [0.74253, 4.02695, -1.92840], [1.09268, 5.01279, -0.66662], [1.48252, 6.36253, -1.20816], [2.18462, 4.54081, 0.21698], [-0.18782, 5.17762, 0.10440], [-1.03159, 0.12276, -2.17407], [0.23008, -0.70769, -1.55700], [1.56493, -0.80353, -2.49293], [2.09296, -2.37360, -2.72811], [1.46677, 0.11090, -4.26074], [-2.07493, -0.61765, -3.61359], [-1.80450, -2.19162, -3.87773], [-1.76926, 0.22348, -5.14787], [-3.81712, -0.48615, -3.28924], [-2.38844, -0.91782, 2.92148], [-2.45047, 0.67565, 1.91548], [-4.00498, 0.12278, 2.89524], [-5.08770, -2.24961, 0.11756], [-3.29608, -1.98441, -1.21758], [-1.83172, -2.11370, -0.03770], [-1.41778, 0.37108, -0.00361], [-3.27226, 1.56381, 0.10119], [-4.03490, 1.18384, -1.29980], [-1.71180, 2.79396, -0.39278], [-2.27615, 4.72077, -1.58374], [-3.95876, 3.87714, -1.47707], [-3.68428, 4.89931, -3.79440], [-3.56489, 2.11737, -5.05110], [-4.51056, 2.03426, -3.31857], [-5.04471, 3.23704, -4.71352], [-0.68052, 1.98246, -3.31938], [1.48128, 1.88018, -1.75365], [0.43674, 2.45330, -0.29447], [-0.13888, 4.49968, -2.53524], [1.70081, 4.03314, -2.63839], [-0.10568, -1.83288, -1.34057], [0.59363, -0.30039, -0.49508], [2.46034, -0.28789, -1.89430], [1.69012, -2.83894, -3.72568], [1.93536, -3.03977, -1.77593], [3.27222, -2.26281, -2.87806], [-1.08243, -2.52237, -3.20238], [-1.83595, -0.52352, -5.84195], [-4.21248, -1.39699, -3.15560], [0.49895, -0.98529, 5.90148], [0.68034, 0.50617, 5.64994], [-0.18506, 1.03289, 4.50512], [0.19360, 0.45787, 3.20714], [0.48844, -0.00065, 2.18315], [0.81304, -1.57888, 5.03742], [1.10466, -1.29830, 6.75782], [-0.54694, -1.22177, 6.12083], [1.73911, 0.71182, 5.44993], [0.41696, 1.04762, 6.56584], [-0.07756, 2.12312, 4.45564], [-1.24148, 0.82784, 4.71050], [-1.03886, -4.45599, -8.78976], [-1.53013, -4.44024, -7.34788], [-2.83348, -3.66262, -7.16476], [-2.67438, -2.22949, -7.44691], [-2.55036, -1.09898, -7.67556], [-0.79779, -3.44844, -9.14238], [-0.13137, -5.06266, -8.87092], [-1.79392, -4.88361, -9.45680], [-0.74614, -4.02223, -6.70452], [-1.69125, -5.47502, -7.02432], [-3.17386, -3.78523, -6.12953], [-3.61404, -4.08525, -7.80692], [6.60734, 3.77939, -0.10916], [5.17025, 3.28147, -0.19541], [4.97689, 1.89310, 0.41454], [5.70391, 0.85139, -0.32374], [6.28279, 0.02970, -0.90292], [7.28784, 3.14160, -0.68165], [6.67906, 4.79261, -0.51711], [6.95148, 3.80642, 0.92947], [4.85101, 3.28188, -1.24487], [4.52441, 3.99030, 0.33550], [3.90712, 1.65196, 0.40833], [5.29429, 1.89821, 1.46309], [-8.06625, -3.04265, -3.26733], [-7.25828, -3.93282, -4.20296], [-6.31181, -4.87942, -3.46465], [-5.25423, -4.16097, -2.74067], [-4.42279, -3.59360, -2.16402], [-7.41899, -2.37396, -2.69156], [-8.75767, -2.42057, -3.84450], [-8.65420, -3.64252, -2.56562], [-6.69464, -3.30306, -4.90225], [-7.95507, -4.53078, -4.80158], [-5.84773, -5.55319, -4.19491], [-6.87929, -5.50810, -2.76969], [6.25597, 7.75076, -2.45719], [5.80936, 8.79181, -1.43868], [6.78818, 8.95438, -0.27573], [6.88229, 7.74272, 0.54998], [6.96130, 6.78409, 1.19844], [6.30793, 6.75184, -2.01327], [5.54467, 7.70875, -3.28813], [7.24076, 7.99863, -2.86546], [4.81465, 8.52382, -1.06182], [5.70862, 9.75653, -1.94915], [6.45217, 9.78761, 0.35311], [7.77922, 9.22467, -0.65657], [0.97062, -6.78977, 6.60790], [1.03913, -6.26479, 5.17950], [0.97951, -4.73955, 5.09552], [-0.30941, -4.20386, 5.55432], [-1.32478, -3.78034, 5.92227], [0.01836, -6.53546, 7.08343], [1.06364, -7.88041, 6.61224], [1.78135, -6.37744, 7.21669], [0.22524, -6.70848, 4.59298], [1.97925, -6.60387, 4.72935], [1.13877, -4.43807, 4.05324], [1.79561, -4.30103, 5.68026], [3.33647, -1.25786, 9.95579], [1.89937, -1.75579, 9.86954], [1.70601, -3.14415, 10.47948], [2.43303, -4.18587, 9.74120], [3.01191, -5.00755, 9.16202], [4.01697, -1.89565, 9.38330], [3.40818, -0.24465, 9.54783], [3.68060, -1.23083, 10.99442], [1.58013, -1.75538, 8.82008], [1.25353, -1.04695, 10.40045], [0.63624, -3.38529, 10.47328], [2.02341, -3.13904, 11.52804]], "forces_ev_per_a": [[-0.059, -0.134, 0.221], [-3.145, -1.741, -0.364], [4.967, 2.346, -0.397], [-0.810, 0.074, 1.200], [2.697, -1.905, 2.721], [0.098, 0.143, 0.032], [1.966, 2.451, 1.365], [-0.627, -0.468, -0.565], [-1.306, 1.224, -0.496], [0.238, 1.024, -0.388], [-2.550, -0.631, 2.073], [1.057, -0.320, -1.408], [1.343, 0.266, 1.045], [1.037, -0.026, -0.307], [-0.290, 0.852, -0.513], [-1.251, -4.338, 2.245], [-3.899, 1.722, -2.663], [4.104, -0.254, -1.684], [-2.078, 2.128, 3.266], [0.404, -1.246, -0.359], [1.459, -1.256, 1.643], [1.256, 0.997, -0.368], [-0.013, -0.453, 1.084], [-0.138, -2.756, -3.532], [0.361, 2.269, 1.504], [-1.353, -2.125, 3.152], [2.504, 0.242, -0.220], [-1.606, 1.260, -1.705], [-1.277, -1.902, 0.455], [1.834, -1.032, -1.648], [0.498, 0.549, 0.693], [1.129, 1.364, 1.656], [-1.511, 2.046, -0.987], [-1.412, -0.526, -1.895], [0.221, -0.735, -1.020], [1.021, -0.301, -0.513], [-0.874, -0.797, -2.203], [-0.989, -1.960, -0.825], [2.237, -0.161, -1.149], [1.617, -2.140, 0.495], [-0.980, 0.792, 1.943], [0.838, 1.016, -1.937], [2.072, -1.193, 1.296], [-1.076, 0.324, 2.035], [-2.552, 0.996, 0.386], [-0.251, -0.311, -2.429], [1.683, -0.785, 1.341], [-2.144, 0.157, 1.618], [0.583, 2.508, -0.603], [-1.220, -0.499, -2.361], [-2.091, -0.939, -1.484], [0.433, 0.854, 2.168], [0.053, 1.327, -1.904], [-2.589, -0.377, 0.312], [-0.672, 0.109, -0.794], [0.012, 1.298, 1.107], [1.194, 0.929, -0.261], [-0.050, 0.031, 0.030], [0.348, -0.313, 0.365], [0.124, 0.337, 0.167], [0.160, -0.418, -0.998], [-0.399, 0.598, 1.067], [-0.070, 0.050, 0.051], [-0.115, 0.011, -0.166], [0.165, -0.056, -0.036], [-0.207, 0.110, -0.032], [-0.002, 0.063, -0.241], [-0.039, -0.167, -0.211], [0.098, -0.098, -0.178], [0.101, 0.002, -0.074], [0.438, -0.179, -0.163], [-0.022, -0.230, 0.313], [-0.082, 0.865, -0.227], [-0.038, -1.296, 0.377], [-0.057, -0.096, 0.015], [-0.146, 0.099, -0.037], [0.090, 0.050, 0.030], [-0.248, -0.028, 0.009], [-0.089, 0.205, 0.073], [0.039, 0.288, -0.107], [0.085, 0.240, -0.053], [0.112, -0.016, -0.152], [0.203, 0.447, -0.071], [-0.314, 0.119, -0.056], [0.632, -0.946, -0.437], [-0.797, 1.037, 0.659], [-0.076, -0.006, 0.070], [0.038, -0.199, 0.177], [-0.029, 0.086, -0.153], [-0.054, -0.098, 0.136], [0.057, -0.224, -0.061], [0.157, -0.170, 0.018], [0.074, -0.113, -0.175], [-0.077, 0.095, -0.016], [-0.310, 0.375, -0.119], [0.025, -0.226, -0.344], [0.736, 0.373, 0.649], [-1.204, -0.529, -0.778], [-0.058, -0.066, 0.000], [0.093, -0.086, 0.138], [0.059, 0.094, -0.051], [-0.012, -0.190, 0.064], [0.242, -0.018, 0.078], [0.114, 0.088, 0.251], [0.200, 0.147, 0.062], [-0.061, -0.077, -0.086], [-0.215, -0.122, -0.360], [-0.203, 0.305, 0.055], [0.260, -0.942, 0.708], [-0.183, 1.241, -0.810], [0.044, 0.096, -0.026], [0.136, -0.020, 0.088], [-0.092, -0.062, 0.030], [0.173, 0.109, 0.042], [0.031, -0.069, 0.207], [0.144, -0.222, 0.058], [-0.063, -0.177, 0.132], [0.021, -0.064, 0.105], [-0.019, -0.497, 0.145], [0.121, -0.076, -0.330], [-0.957, 0.499, 0.447], [1.225, -0.538, -0.491], [0.088, 0.007, -0.039], [-0.018, 0.164, 0.033], [-0.108, -0.061, -0.032], [0.131, 0.178, -0.009], [-0.136, 0.180, -0.033], [-0.140, 0.128, 0.170], [-0.208, 0.015, 0.056], [0.090, 0.066, -0.092], [0.185, 0.378, -0.103], [-0.371, 0.089, -0.031], [0.624, -0.936, -0.442], [-0.748, 1.104, 0.631], [-0.059, 0.032, 0.101], [0.044, -0.125, 0.085], [-0.007, 0.001, -0.120], [-0.045, -0.107, 0.223], [-0.023, -0.211, -0.059], [0.215, -0.163, -0.013], [0.074, -0.125, -0.178]]}